The following is a quantum chemistry calculation of a 6-piece molecular cluster, C40H87F3O8 overall in a non-equilibrium geometry, from the Open Molecules 2025 dataset.

CARTESIAN COORDINATES (ANGSTROEM)
C 0.0050 -1.2959 4.7111
C 1.1634 -2.1155 3.9059
C 1.6228 -1.3911 2.5475
C 0.8537 -1.8610 1.2097
C -0.4567 -2.7559 1.4443
C -1.2262 -3.1979 0.1024
C -1.3707 -2.0459 -1.0145
C -1.9217 -0.6274 -0.4805
C -3.1119 -0.7058 0.5975
C -3.1397 0.7467 1.3462
C -2.3696 0.7450 2.7543
C -2.7349 2.1491 3.4947
C -1.6992 3.3303 3.1682
C -0.1627 2.9778 3.4603
C 0.8396 4.2307 3.3705
C 0.7867 5.0208 1.9808
O 2.0286 5.7210 1.6427
C 2.4089 5.3787 0.3039
O 3.0966 4.3485 0.0723
O 2.0329 6.1904 -0.8280
C 3.1651 7.0100 -1.2272
C 2.9146 8.5804 -0.9600
C 2.4464 8.9139 0.5357
F 3.3697 8.4214 1.4938
F 1.1245 8.4549 0.8202
F 2.4131 10.3485 0.6453
H -0.1562 -1.7878 5.7383
H 0.3420 -0.2132 4.8918
H -0.9981 -1.2935 4.1711
H 2.0791 -2.0803 4.6160
H 0.8949 -3.2179 3.8022
H 2.7444 -1.6188 2.3788
H 1.5609 -0.2523 2.7340
H 1.5912 -2.5043 0.5971
H 0.6762 -0.9166 0.5793
H -0.0913 -3.7367 1.9408
H -1.1301 -2.2509 2.2219
H -0.6399 -4.0857 -0.3562
H -2.2587 -3.6495 0.4019
H -2.0884 -2.4353 -1.8300
H -0.3681 -1.8586 -1.5607
H -2.3561 -0.0798 -1.4038
H -1.1232 0.0669 -0.0531
H -4.1172 -0.8071 0.0554
H -2.9907 -1.5135 1.3923
H -2.5868 1.5122 0.6732
H -4.2179 1.1286 1.4263
H -1.2347 0.5992 2.6689
H -2.7919 -0.1155 3.3856
H -2.8396 2.0325 4.6340
H -3.7684 2.5140 3.1236
H -1.9751 4.2103 3.8699
H -1.8588 3.7208 2.0981
H -0.0994 2.5406 4.5264
H 0.2117 2.2037 2.6998
H 1.9069 3.7908 3.4539
H 0.7505 4.9471 4.2740
H 0.5559 4.3216 1.0931
H -0.0901 5.7727 2.0507
H 4.1275 6.6241 -0.7230
H 3.3223 6.8785 -2.3656
H 2.1188 8.9303 -1.7002
H 3.8624 9.1874 -1.1900
C 2.4948 -1.6219 -5.7397
C 1.2737 -1.1970 -4.9417
O 1.5797 -0.7677 -3.6220
C 2.4513 0.3500 -3.5079
C 1.9185 1.6059 -4.1757
H 3.0278 -2.4270 -5.2240
H 2.1976 -1.9747 -6.7308
H 3.1983 -0.7991 -5.8765
H 0.6030 -2.0542 -4.8422
H 0.7085 -0.4229 -5.4699
H 3.4458 0.0924 -3.8879
H 2.5700 0.5426 -2.4382
H 1.7858 1.4729 -5.2516
H 2.6092 2.4393 -4.0230
H 0.9450 1.8771 -3.7571
C -5.1503 -3.2108 6.1067
C -3.6702 -3.0669 6.4186
O -3.1401 -1.7985 6.0581
C -3.7207 -0.6670 6.6930
C -3.5913 -0.6879 8.2063
H -5.3284 -3.0381 5.0405
H -5.4987 -4.2140 6.3659
H -5.7595 -2.4949 6.6610
H -3.1157 -3.8108 5.8412
H -3.4653 -3.2798 7.4724
H -4.7670 -0.5587 6.3880
H -3.1939 0.2093 6.3055
H -4.1060 -1.5425 8.6496
H -4.0186 0.2215 8.6365
H -2.5393 -0.7523 8.4985
C -8.2541 -4.9952 2.3029
C -7.7954 -3.7606 1.5443
O -6.5462 -3.2511 1.9912
C -5.4336 -4.1303 1.8893
C -5.1479 -4.5781 0.4698
H -8.3254 -4.7810 3.3737
H -9.2334 -5.3209 1.9427
H -7.5609 -5.8293 2.1820
H -8.5276 -2.9636 1.6948
H -7.7631 -3.9502 0.4669
H -5.5691 -4.9875 2.5576
H -4.5661 -3.5810 2.2656
H -5.9795 -5.1405 0.0405
H -4.2621 -5.2180 0.4445
H -4.9725 -3.7108 -0.1734
C 5.9982 -4.3460 -2.3703
C 4.7775 -3.9197 -1.5712
O 5.0839 -3.4926 -0.2504
C 5.9570 -2.3766 -0.1352
C 5.4252 -1.1203 -0.8024
H 6.5295 -5.1524 -1.8553
H 5.7002 -4.6973 -3.3616
H 6.7038 -3.5248 -2.5066
H 4.1056 -4.7758 -1.4726
H 4.2133 -3.1440 -2.0984
H 6.9515 -2.6341 -0.5152
H 6.0757 -2.1855 0.9346
H 5.2924 -1.2530 -1.8780
H 6.1158 -0.2870 -0.6495
H 4.4516 -0.8490 -0.3839
C 3.0686 3.7147 -8.7868
C 3.7594 2.5155 -8.1585
O 2.9215 1.3729 -8.0444
C 2.3980 0.8495 -9.2582
C 3.4694 0.4076 -10.2400
H 2.1790 3.9881 -8.2110
H 3.7464 4.5717 -8.8161
H 2.7462 3.5105 -9.8090
H 4.0654 2.7788 -7.1430
H 4.6753 2.2605 -8.7003
H 1.7159 1.5726 -9.7178
H 1.7904 -0.0173 -8.9849
H 4.1052 1.2379 -10.5535
H 3.0110 -0.0206 -11.1350
H 4.1174 -0.3463 -9.7840

Values from the calculation:
Structure (SMILES): CCCCCCCCCCCCCCCCOC(=O)OCCC(F)(F)F.CCOCC.CCOCC.CCOCC.CCOCC.CCOCC
Total charge: 0
Calculated total energy (eV): -67416.735
HOMO level (eV): -9.5
Gap between HOMO and LUMO (eV): 10.05

These are the Mulliken partial charges, in e, on atoms 1 to 2: atom 1 (C): -0.239, atom 2 (C): -0.746